Molecular formula: C34H20I3InN7O3
Method: DFT, ωB97M-V/def2-TZVPD

The geometry in XYZ format:
```
68
C34H20I3InN7O3, DFT ωB97M-V/def2-TZVPD
In -0.031 -0.199 -0.091
C 1.453 -2.282 3.699
C 0.581 -1.668 2.813
N 1.021 -0.764 1.948
C 2.323 -0.455 1.941
C 3.174 -1.065 2.849
N 2.744 -1.974 3.719
C 2.771 0.556 0.937
C 4.089 0.925 0.766
C 4.435 1.864 -0.206
C 3.398 2.407 -0.963
C 2.098 1.995 -0.745
N 1.802 1.092 0.189
C 0.933 2.489 -1.534
C 0.992 3.555 -2.418
N -0.075 3.962 -3.099
C -1.215 3.310 -2.902
C -1.294 2.237 -2.025
N -0.222 1.840 -1.350
C 5.854 2.261 -0.432
C 6.861 1.890 0.451
C 8.166 2.283 0.200
N 8.525 3.009 -0.857
C 7.561 3.361 -1.705
C 6.230 3.015 -1.538
H 1.107 -3.033 4.398
H -0.474 -1.906 2.794
H 4.228 -0.826 2.891
H 4.855 0.455 1.363
H 3.601 3.135 -1.733
H 1.909 4.104 -2.589
H -2.082 3.641 -3.459
H -2.212 1.682 -1.879
H 6.662 1.316 1.345
H 8.961 2.001 0.882
H 7.867 3.947 -2.564
H 5.520 3.328 -2.291
I -3.973 -1.627 -3.234
C -4.045 -0.725 -1.365
C -5.284 -0.358 -0.804
C -5.362 0.267 0.410
I -7.242 0.779 1.160
C -4.180 0.563 1.127
C -4.124 1.223 2.374
C -2.924 1.473 2.983
C -1.745 1.063 2.353
N -1.760 0.441 1.190
C -2.943 0.178 0.558
C -2.852 -0.488 -0.709
O -1.675 -0.818 -1.200
H -6.189 -0.580 -1.354
H -5.047 1.534 2.847
H -2.875 1.982 3.936
H -0.775 1.240 2.802
I 3.895 0.672 -6.798
C 3.109 -0.372 -5.168
C 2.036 0.167 -4.472
C 1.556 -0.500 -3.356
C 2.122 -1.699 -2.937
C 3.156 -2.252 -3.681
C 3.661 -1.588 -4.792
C 1.685 -2.402 -1.678
O 1.855 -3.584 -1.527
O 1.287 -1.595 -0.703
H 1.576 1.089 -4.805
H 0.687 -0.108 -2.844
H 3.570 -3.204 -3.371
H 4.477 -2.018 -5.359
```

Calculated values
- Total charge: +1
- HOMO energy: -10.54 eV
- Energy above the lowest of the compared OMol25 structures with the same formula, charge and spin: 0.0 kcal/mol

Molecular formula: C34H23BrCl3CrO4S3Sb
Method: DFT, ωB97M-V/def2-TZVPD

The geometry in XYZ format:
```
70
C34H23BrCl3CrO4S3Sb, DFT ωB97M-V/def2-TZVPD
Cr -1.272 -2.471 0.161
Cl 4.069 -3.607 5.099
C 2.632 -3.267 4.162
C 2.759 -2.814 2.863
C 1.607 -2.544 2.153
Cl 1.725 -1.951 0.527
C 0.304 -2.687 2.680
O -0.747 -2.348 2.015
C 0.251 -3.167 4.004
Cl -1.304 -3.393 4.725
C 1.387 -3.451 4.739
H 3.728 -2.662 2.411
H 1.294 -3.808 5.754
Br -3.231 -0.698 0.012
C -3.203 -0.669 -1.904
C -4.145 0.088 -2.535
C -4.102 0.199 -3.938
C -3.114 -0.428 -4.643
C -2.131 -1.207 -3.988
C -1.083 -1.826 -4.704
C -0.134 -2.547 -4.038
C -0.200 -2.708 -2.640
C -1.204 -2.153 -1.881
C -2.171 -1.365 -2.573
H -4.905 0.607 -1.965
H -4.849 0.797 -4.447
H -3.060 -0.330 -5.722
H -1.041 -1.701 -5.781
H 0.674 -3.015 -4.590
H 0.543 -3.330 -2.156
S -1.443 1.168 3.544
Sb -0.288 1.191 1.437
C 1.790 1.206 2.010
C 2.839 1.595 1.182
C 4.157 1.516 1.619
C 4.441 1.038 2.892
C 3.400 0.655 3.728
C 2.085 0.744 3.291
C -0.521 3.340 1.228
C 0.535 4.243 1.283
C 0.316 5.615 1.205
C -0.972 6.111 1.068
C -2.040 5.223 1.027
C -1.813 3.857 1.120
C 0.044 1.272 -0.883
C 1.100 0.685 -1.578
C 1.190 0.763 -2.965
C 0.206 1.418 -3.691
C -0.867 1.989 -3.019
C -0.938 1.915 -1.634
H 2.635 1.962 0.183
H 4.962 1.823 0.961
H 5.468 0.963 3.230
H 3.611 0.275 4.722
H 1.266 0.454 3.944
H 1.551 3.882 1.394
H 1.158 6.297 1.259
H -1.145 7.180 1.004
H -3.055 5.595 0.942
H -2.661 3.180 1.139
H 1.867 0.137 -1.044
H 2.020 0.292 -3.479
H 0.263 1.465 -4.772
H -1.657 2.482 -3.576
H -1.791 2.368 -1.137
O -0.252 -4.164 0.017
S -1.262 -5.244 -0.359
O -1.080 -6.415 0.460
O -1.293 -5.482 -1.781
S -2.903 -4.134 0.230
```

Calculated values
- Total charge: -2
- HOMO energy (alpha / beta): -1.07 / -2.04 eV
- Multiplicity: 5
- Energy above the lowest of the compared OMol25 structures with the same formula, charge and spin: 27.2 kcal/mol

Molecular formula: C34H23F10N2O5S2SbSrTe
Method: DFT, ωB97M-V/def2-TZVPD

The geometry in XYZ format:
```
79
C34H23F10N2O5S2SbSrTe, DFT ωB97M-V/def2-TZVPD
Sr 0.026 1.155 -1.524
O -3.132 0.733 1.482
S -2.361 1.447 0.452
O -2.963 2.792 0.248
O -0.939 1.562 0.887
O -2.345 0.656 -0.810
C 4.487 -0.881 -2.381
C 5.254 0.229 -2.693
C 4.869 1.467 -2.210
C 3.713 1.556 -1.440
N 2.954 0.495 -1.169
C 3.342 -0.693 -1.624
C 3.242 2.859 -0.888
C 4.136 3.860 -0.531
C 3.633 5.035 0.009
C 2.268 5.167 0.177
C 1.442 4.118 -0.209
N 1.925 2.993 -0.734
H 4.741 -1.867 -2.747
H 6.128 0.138 -3.325
H 5.422 2.359 -2.469
H 2.691 -1.526 -1.382
H 5.201 3.714 -0.651
H 4.307 5.831 0.301
H 1.828 6.063 0.594
H 0.362 4.175 -0.118
S 0.315 -1.719 -0.021
Sb -1.348 -1.598 1.513
C -0.977 -0.427 3.235
C 0.357 -0.396 3.618
C 0.726 0.256 4.786
C -0.241 0.860 5.577
C -1.573 0.822 5.190
C -1.947 0.187 4.013
C -1.133 -3.451 2.590
C -0.318 -4.468 2.107
C -0.203 -5.669 2.799
C -0.906 -5.864 3.979
C -1.722 -4.853 4.470
C -1.830 -3.654 3.779
C -3.245 -2.034 0.707
C -3.295 -2.390 -0.630
C -4.508 -2.766 -1.192
C -5.657 -2.792 -0.417
C -5.599 -2.431 0.924
C -4.394 -2.047 1.488
H 1.114 -0.854 2.990
H 1.771 0.302 5.069
H 0.046 1.376 6.486
H -2.327 1.317 5.790
H -2.971 0.230 3.671
H 0.232 -4.307 1.186
H 0.438 -6.453 2.413
H -0.817 -6.800 4.518
H -2.271 -4.996 5.394
H -2.458 -2.865 4.183
H -2.398 -2.339 -1.236
H -4.554 -3.018 -2.244
H -6.604 -3.072 -0.861
H -6.501 -2.425 1.525
H -4.362 -1.719 2.519
F -2.637 4.217 -3.511
Te -2.535 4.160 -1.589
F -2.046 5.950 -2.094
F -1.933 4.995 0.049
F -3.753 2.782 -2.070
F -4.156 4.985 -1.130
O -0.960 3.287 -1.649
F 2.492 2.385 -4.210
C 2.336 1.060 -4.515
C 1.345 0.327 -3.912
C 1.316 -0.991 -4.294
F 0.387 -1.838 -3.755
C 2.195 -1.574 -5.193
F 2.133 -2.882 -5.528
C 3.180 -0.785 -5.759
F 4.066 -1.318 -6.628
C 3.256 0.552 -5.418
F 4.239 1.310 -5.957
```

Calculated values
- Total charge: -2
- HOMO energy: -3.90 eV
- Energy above the lowest of the compared OMol25 structures with the same formula, charge and spin: 36.7 kcal/mol

Molecular formula: C34H23FeN6O9Se
Method: DFT, ωB97M-V/def2-TZVPD

The geometry in XYZ format:
```
74
C34H23FeN6O9Se, DFT ωB97M-V/def2-TZVPD
Fe 0.663 -0.477 -0.584
O -1.853 0.336 3.250
C -2.445 -0.878 3.226
C -3.503 -1.107 4.105
C -4.149 -2.329 4.112
C -3.754 -3.341 3.243
C -2.697 -3.117 2.377
C -2.024 -1.899 2.360
C -0.885 -1.680 1.422
O -0.503 -0.452 1.205
N -0.345 -2.723 0.875
N 0.720 -2.306 0.062
C 1.714 -3.113 0.069
C 3.026 -2.769 -0.423
C 4.002 -3.765 -0.547
C 5.297 -3.464 -0.903
C 5.636 -2.119 -1.112
C 4.703 -1.121 -0.973
C 3.359 -1.411 -0.638
O 2.523 -0.428 -0.520
H -1.199 0.321 2.506
H -3.803 -0.303 4.765
H -4.976 -2.491 4.793
H -4.272 -4.291 3.234
H -2.372 -3.879 1.681
H 1.568 -4.067 0.571
H 3.710 -4.794 -0.361
H 6.040 -4.244 -1.011
H 6.654 -1.861 -1.386
H 4.955 -0.079 -1.123
N -1.256 -0.052 -1.265
C -1.276 1.119 -2.073
C -2.156 2.154 -1.799
C -2.085 3.342 -2.512
C -1.135 3.488 -3.512
C -0.288 2.431 -3.811
C -0.354 1.230 -3.112
C 0.440 0.040 -3.473
C 0.653 -0.211 -4.834
C 1.216 -1.396 -5.264
C 1.526 -2.369 -4.329
C 1.322 -2.127 -2.978
C 0.829 -0.907 -2.516
H -1.786 0.077 -0.409
H -1.604 -0.917 -1.718
H -2.895 2.033 -1.015
H -2.765 4.151 -2.275
H -1.052 4.420 -4.058
H 0.456 2.542 -4.591
H 0.316 0.518 -5.563
H 1.355 -1.581 -6.323
H 1.896 -3.337 -4.645
H 1.531 -2.925 -2.290
O 2.635 2.196 0.760
C 1.421 2.137 0.606
O 0.734 1.579 -0.305
C 0.578 2.905 1.643
C 1.217 3.574 2.679
C 0.456 4.226 3.632
C -0.926 4.235 3.611
C -1.526 3.570 2.562
C -0.806 2.914 1.580
N -3.002 3.552 2.508
O -3.608 4.066 3.429
O -3.526 3.041 1.545
N 1.134 4.946 4.729
O 2.345 4.933 4.754
O 0.439 5.502 5.559
H 2.297 3.559 2.720
H -1.504 4.730 4.373
H -1.294 2.392 0.772
Se -1.652 -5.508 -2.730
C -1.950 -3.767 -2.306
N -2.142 -2.654 -2.033
```

Calculated values
- Total charge: -2
- HOMO energy: -2.36 eV
- Multiplicity: 2
- Energy above the lowest of the compared OMol25 structures with the same formula, charge and spin: 26.1 kcal/mol

Molecular formula: C34H23IO22
Method: DFT, ωB97M-V/def2-TZVPD

The geometry in XYZ format:
```
80
C34H23IO22, DFT ωB97M-V/def2-TZVPD
C 0.505 2.300 4.193
C -0.053 3.346 4.036
C -0.926 4.483 3.712
O -0.502 5.561 3.421
O -2.267 4.240 3.655
C -2.714 2.945 4.051
I -4.829 2.920 3.669
H 0.919 1.329 4.303
H -2.307 2.166 3.415
H -2.535 2.744 5.101
C 2.102 -1.279 0.901
C 1.994 -1.707 -0.363
C 1.415 -0.835 -1.445
O 1.367 -1.285 -2.576
C 0.939 0.490 -1.088
C 1.048 0.915 0.177
C 1.651 0.056 1.250
O 1.718 0.527 2.373
O 0.630 2.116 0.573
O 2.382 -2.921 -0.745
H 2.516 -1.893 1.688
H 0.506 1.101 -1.869
H 0.829 2.181 1.527
H 2.193 -2.987 -1.699
C -1.820 2.516 -0.911
C -2.940 3.227 -0.725
C -3.306 4.379 -1.619
O -4.349 4.963 -1.396
C -2.394 4.733 -2.696
C -1.274 4.023 -2.879
C -0.921 2.856 -2.001
O 0.106 2.250 -2.246
O -0.397 4.292 -3.843
O -3.805 2.973 0.252
H -1.547 1.684 -0.276
H -2.658 5.572 -3.324
H 0.314 3.631 -3.754
H -4.519 3.632 0.159
C 4.479 -4.258 -5.366
C 4.116 -3.272 -4.536
C 5.127 -2.408 -3.840
O 4.720 -1.525 -3.107
C 6.540 -2.676 -4.069
C 6.903 -3.663 -4.897
C 5.889 -4.514 -5.610
O 6.301 -5.382 -6.357
O 8.174 -3.965 -5.150
O 2.844 -2.984 -4.264
H 3.763 -4.882 -5.869
H 7.260 -2.059 -3.551
H 8.152 -4.710 -5.779
H 2.864 -2.224 -3.647
C -5.741 5.773 8.393
C -6.838 6.528 8.527
C -7.146 7.655 7.581
O -8.173 8.282 7.760
C -6.203 7.933 6.510
C -5.103 7.181 6.377
C -4.807 6.040 7.309
O -3.798 5.387 7.121
O -4.204 7.385 5.419
O -7.732 6.341 9.495
H -5.511 4.959 9.066
H -6.427 8.754 5.844
H -3.514 6.704 5.536
H -8.421 7.018 9.357
C 3.385 -8.302 -3.352
C 3.055 -9.462 -2.771
C 1.748 -10.147 -3.053
O 1.529 -11.207 -2.499
C 0.816 -9.506 -3.968
C 1.145 -8.344 -4.547
C 2.463 -7.673 -4.283
O 2.697 -6.627 -4.860
O 0.339 -7.705 -5.391
O 3.850 -10.090 -1.910
H 4.323 -7.802 -3.159
H -0.128 -9.999 -4.153
H 0.816 -6.898 -5.663
H 3.375 -10.901 -1.646
```

Calculated values
- HOMO energy: -9.51 eV

Molecular formula: C34H26ClN2O4PRhS2Te
Method: DFT, ωB97M-V/def2-TZVPD

The geometry in XYZ format:
```
72
C34H26ClN2O4PRhS2Te, DFT ωB97M-V/def2-TZVPD
Rh 0.911 0.509 -0.076
O 1.102 -0.627 3.723
C 1.551 0.180 2.915
O 0.819 0.913 2.135
C 3.064 0.374 2.869
C 3.748 -0.089 3.996
C 5.121 0.015 4.125
C 5.855 0.590 3.094
C 5.202 1.051 1.967
C 3.807 0.959 1.823
S 3.182 1.595 0.295
H 3.150 -0.542 4.776
H 5.616 -0.350 5.019
H 6.934 0.679 3.169
H 5.764 1.503 1.159
Cl 0.670 1.400 -2.442
C -0.945 0.928 -2.926
C -1.290 1.205 -4.240
C -2.565 0.916 -4.689
C -3.500 0.365 -3.821
C -3.139 0.095 -2.512
C -1.848 0.346 -2.038
P -1.393 -0.050 -0.296
C -1.650 -1.842 -0.084
C -1.254 -2.326 1.168
C -1.351 -3.681 1.454
C -1.816 -4.564 0.485
C -2.172 -4.090 -0.770
C -2.086 -2.732 -1.059
C -2.840 0.643 0.592
C -2.905 2.032 0.718
C -3.987 2.635 1.342
C -5.014 1.855 1.860
C -4.952 0.474 1.749
C -3.870 -0.132 1.117
H -0.551 1.642 -4.900
H -2.830 1.130 -5.718
H -4.507 0.154 -4.161
H -3.873 -0.320 -1.830
H -0.846 -1.640 1.909
H -1.045 -4.047 2.428
H -1.878 -5.624 0.703
H -2.502 -4.780 -1.538
H -2.324 -2.379 -2.054
H -2.093 2.639 0.332
H -4.019 3.715 1.437
H -5.855 2.323 2.357
H -5.745 -0.139 2.160
H -3.827 -1.211 1.043
Te 0.816 3.270 0.976
C 0.791 5.068 -0.194
C 1.738 5.565 -1.046
C 1.410 6.850 -1.585
C 0.218 7.321 -1.127
S -0.505 6.194 -0.056
H 2.642 5.017 -1.291
H 2.039 7.396 -2.278
H -0.278 8.254 -1.366
C 2.541 -4.086 0.976
N 2.038 -3.467 -0.247
C 1.823 -4.200 -1.387
C 1.309 -3.654 -2.496
C 0.943 -2.235 -2.500
O 0.371 -1.716 -3.460
N 1.232 -1.531 -1.356
C 1.738 -2.110 -0.262
O 1.918 -1.426 0.770
H 2.132 -5.094 1.062
H 2.226 -3.489 1.826
H 3.631 -4.137 0.979
H 2.082 -5.247 -1.319
H 1.122 -4.242 -3.382
```

Calculated values
- Total charge: -1
- HOMO energy (alpha / beta): -3.75 / -4.65 eV
- Multiplicity: 5
- Energy above the lowest of the compared OMol25 structures with the same formula, charge and spin: 16.2 kcal/mol

The evaluated E for the records listed, in turn: -81628.518; -218898.311; -112365.921; -162731.773; -88770.065; -100635.801 eV.